[1]
ORCA calculation (ωB97M-V/def2-TZVPD) on a gas-phase ion, C19H19N3O2 (charge +2).

- Total charge: +2

CARTESIAN COORDINATES (ANGSTROEM)
C 6.11704 -1.19579 -0.47203
N 6.16838 0.10788 -1.15040
C 5.61434 1.19150 -0.41638
N 4.16112 1.01822 -0.02123
C 3.19359 1.26025 -0.92153
C 1.86523 1.07967 -0.60847
C 1.51092 0.63650 0.65736
C 0.09424 0.40755 1.03735
C -0.75311 1.43204 1.43221
C -2.05143 1.13745 1.78476
N -2.48699 -0.12551 1.75019
O -3.76363 -0.33174 2.18127
C -4.52211 -1.25905 1.33596
O -4.90512 -2.22008 1.85598
C -4.80307 -0.84278 -0.05206
C -4.07259 -1.37730 -1.10604
C -4.39722 -1.01717 -2.40537
C -5.43452 -0.12887 -2.64655
C -6.16363 0.40097 -1.58807
C -5.84262 0.05270 -0.28918
C -1.69761 -1.14444 1.39071
C -0.39225 -0.89534 1.02203
C 2.52055 0.39565 1.57680
C 3.83635 0.60187 1.20790
H 6.47438 -1.10702 0.55001
H 5.09406 -1.58534 -0.42213
H 6.72073 -1.91648 -1.00393
H 5.73455 0.01041 -2.06188
H 6.18722 1.31721 0.49421
H 5.68335 2.09712 -1.00677
H 3.50753 1.60003 -1.89618
H 1.09883 1.28753 -1.33485
H -0.41378 2.45181 1.46466
H -2.73603 1.90244 2.10693
H -3.29260 -2.10573 -0.94348
H -3.86609 -1.43790 -3.24446
H -5.69804 0.15202 -3.65231
H -6.97851 1.07117 -1.80177
H -6.40014 0.43633 0.55077
H -2.08286 -2.14943 1.42130
H 0.25560 -1.70337 0.73438
H 2.28623 0.05969 2.57220
H 4.62973 0.43533 1.91810

[2]
ORCA calculation (ωB97M-V/def2-TZVPD) on C19H19N3O3 in the gas phase.

- Energy above the lowest of the compared OMol25 structures with the same formula, charge and spin: 1.663 eV
- Structure (SMILES): CCN(Cc1ccccc1)C(=O)COC(=O)c1n[nH]c2ccccc12

CARTESIAN COORDINATES (ANGSTROEM)
C 3.67235 0.35927 -0.67304
C 2.82077 1.59845 -0.39409
N 1.42358 1.42012 -0.72522
C 1.01914 1.75673 -2.08400
C 1.50789 0.74955 -3.09116
C 2.41249 1.10329 -4.08263
C 2.86597 0.15801 -4.98728
C 2.42291 -1.15044 -4.90393
C 1.51810 -1.51001 -3.91810
C 1.06065 -0.56503 -3.01865
C 0.49362 0.89654 0.10302
O -0.65787 0.70763 -0.23425
C 0.95637 0.56672 1.52749
O -0.13698 0.02924 2.24491
C -0.70677 0.82044 3.17477
O -0.25734 1.88448 3.51479
C -1.92872 0.18836 3.68606
N -2.34711 0.33871 4.92699
N -3.48087 -0.34578 5.05084
C -3.84582 -0.95425 3.88873
C -4.94040 -1.74445 3.54979
C -5.00560 -2.18818 2.24903
C -4.02526 -1.85352 1.30372
C -2.94007 -1.07476 1.62911
C -2.84023 -0.62899 2.94811
H 3.29202 -0.50443 -0.13425
H 3.67204 0.12494 -1.73387
H 4.69566 0.54282 -0.35636
H 3.19595 2.43031 -0.99683
H 2.91357 1.88196 0.65627
H -0.07450 1.77725 -2.08462
H 1.39650 2.75511 -2.32474
H 2.76307 2.12379 -4.15037
H 3.56875 0.44393 -5.75612
H 2.77950 -1.88820 -5.60735
H 1.16580 -2.52894 -3.85402
H 0.35008 -0.83766 -2.25278
H 1.74779 -0.18620 1.52151
H 1.29839 1.47616 2.03830
H -3.95305 -0.36733 5.94046
H -5.70260 -1.98871 4.27392
H -5.83836 -2.80329 1.94106
H -4.13658 -2.21759 0.29331
H -2.19482 -0.79607 0.90146

[3]
ORCA calculation (ωB97M-V/def2-TZVPD) on C19H19N3O3 in the gas phase.

- Energy above the lowest of the compared OMol25 structures with the same formula, charge and spin: 1.426 eV
- Structure (SMILES): CCOC(=O)Cc1nn(CCc2ccccn2)c(=O)c2ccccc12

CARTESIAN COORDINATES (ANGSTROEM)
C -4.18393 -2.38412 -1.23938
C -3.11782 -1.33268 -1.51303
O -1.81835 -1.78667 -1.13133
C -1.49071 -1.66493 0.15149
O -2.23438 -1.27405 1.01136
C -0.05315 -2.08221 0.39115
C 0.88061 -0.99667 -0.07684
N 0.35796 -0.02458 -0.74209
N 1.10304 0.97050 -1.20633
C 0.35792 2.04304 -1.83019
C 0.00860 3.11775 -0.78832
C -0.73179 2.49028 0.35830
C -2.11336 2.32929 0.33468
C -2.73000 1.70329 1.40355
C -1.94878 1.25043 2.45428
C -0.58056 1.44918 2.37849
N 0.01352 2.05391 1.36541
C 2.46357 1.10804 -1.02509
O 3.06426 2.06235 -1.48547
C 3.07880 0.01136 -0.27348
C 4.45287 0.03346 -0.03075
C 5.04550 -0.98678 0.67720
C 4.27137 -2.04345 1.15355
C 2.91449 -2.07874 0.92631
C 2.29109 -1.04916 0.20972
H -4.25305 -2.57135 -0.17084
H -3.93525 -3.31313 -1.74670
H -5.14624 -2.03059 -1.59837
H -3.03977 -1.12011 -2.58121
H -3.34189 -0.41298 -0.96289
H 0.15390 -3.00295 -0.15916
H 0.08222 -2.25191 1.46052
H -0.54861 1.60473 -2.25121
H 0.98082 2.47415 -2.61653
H -0.59425 3.89157 -1.26399
H 0.93696 3.55339 -0.41818
H -2.68776 2.69256 -0.50534
H -3.80118 1.56314 1.41700
H -2.38890 0.74741 3.29945
H 0.08154 1.10978 3.16551
H 5.02201 0.86657 -0.41407
H 6.10848 -0.97301 0.86528
H 4.74245 -2.84254 1.70729
H 2.32775 -2.90358 1.30025

[4]
ORCA calculation (ωB97M-V/def2-TZVPD) on C19H19N3O5S in the gas phase.

- Energy above the lowest of the compared OMol25 structures with the same formula, charge and spin: 6.792 eV
- Structure (SMILES): CCOc1ccc(/C=N/NC(=O)C2=C(O)c3ccccc3S(=O)(=O)N2C)cc1

CARTESIAN COORDINATES (ANGSTROEM)
C -3.32742 -7.02216 -1.46075
C -4.06198 -7.04216 -0.10874
O -4.62789 -5.81427 0.28932
C -3.91963 -4.58289 0.31698
C -3.69088 -3.93104 -0.87740
C -2.84744 -2.82200 -1.03874
C -2.31462 -2.17438 0.12082
C -1.41848 -0.99577 0.09447
N -0.60217 -0.70489 1.15206
N 0.30668 0.17092 0.77335
C 1.01211 1.06887 1.58309
O 1.12275 0.99172 2.84096
C 1.63627 2.28858 0.85450
C 2.88789 2.81361 1.21634
O 3.53594 2.26721 2.28627
C 3.65650 3.86726 0.45732
C 4.79463 4.48586 0.99270
C 5.45499 5.52945 0.25453
C 5.00816 5.95747 -0.97370
C 3.86394 5.28365 -1.52251
C 3.20266 4.28072 -0.82269
S 1.74892 3.44794 -1.53837
O 0.89314 4.35816 -2.34751
O 2.11001 2.32454 -2.41450
N 0.87509 2.90006 -0.18860
C -0.13255 3.83175 0.16470
C -2.59502 -2.84616 1.37457
C -3.36314 -4.06253 1.46020
H -2.90104 -8.05216 -1.46207
H -3.97989 -6.84814 -2.40900
H -2.54728 -6.31126 -1.43883
H -4.75588 -7.82249 -0.13029
H -3.30172 -7.36103 0.60068
H -3.99091 -4.36271 -1.86849
H -2.70927 -2.54070 -2.04540
H -1.55460 -0.36721 -0.75512
H 0.33248 0.37654 -0.23696
H 2.83600 1.57171 2.57439
H 5.26436 4.09368 1.93934
H 6.20749 6.03360 0.82105
H 5.53841 6.69225 -1.54496
H 3.53217 5.56828 -2.56866
H -0.68640 4.36592 -0.61252
H -0.84486 3.32680 0.79235
H 0.30215 4.59555 0.80297
H -2.30412 -2.32440 2.25897
H -3.64551 -4.50378 2.34390

[5]
ORCA calculation (ωB97M-V/def2-TZVPD) on C19H19N3OS in the gas phase.

- Energy above the lowest of the compared OMol25 structures with the same formula, charge and spin: 0.178 eV
- Structure (SMILES): O=c1c2ccccc2[nH]c(=S)n1CCN1CCc2ccccc2C1

CARTESIAN COORDINATES (ANGSTROEM)
O 0.57800 -2.13213 -1.94734
C 1.03021 -1.11005 -1.47574
C 0.60565 0.22906 -1.88962
C -0.41321 0.38546 -2.82690
C -0.84654 1.64660 -3.17464
C -0.26852 2.76644 -2.58643
C 0.74333 2.63224 -1.65898
C 1.18588 1.35920 -1.30541
N 2.19054 1.16987 -0.39213
C 2.58854 -0.04744 0.06463
S 3.78431 -0.10769 1.19562
N 1.99446 -1.15319 -0.46956
C 2.22094 -2.43008 0.18376
C 1.54942 -2.43045 1.58575
N 0.50540 -1.43955 1.60986
C 0.31164 -0.65277 2.80125
C -0.23460 0.71400 2.37925
C -1.26296 0.60794 1.28459
C -1.94041 1.74779 0.86763
C -2.87604 1.68811 -0.14706
C -3.14947 0.47676 -0.75967
C -2.47515 -0.66062 -0.35883
C -1.52947 -0.60517 0.65605
C -0.76758 -1.83835 1.05854
H -0.84512 -0.50246 -3.26119
H -1.63558 1.76779 -3.89990
H -0.61338 3.75287 -2.85737
H 1.19435 3.50022 -1.20144
H 2.65322 1.96847 0.02316
H 3.29427 -2.60154 0.27981
H 1.78556 -3.18947 -0.46599
H 2.29532 -2.15957 2.33405
H 1.19130 -3.44638 1.80972
H 1.26618 -0.52196 3.31457
H -0.39240 -1.13855 3.50104
H -0.66450 1.22812 3.24241
H 0.59320 1.32942 2.01412
H -1.72727 2.69197 1.34969
H -3.39186 2.58411 -0.45964
H -3.88083 0.42153 -1.55213
H -2.67175 -1.60657 -0.84225
H -0.61115 -2.47363 0.18544
H -1.36395 -2.42035 1.79123

[6]
ORCA calculation (ωB97M-V/def2-TZVPD) on 2 unconnected molecules or ions with the total composition C19H19N4O6.

- Total charge: -1
- Energy above the lowest of the compared OMol25 structures with the same formula, charge and spin: 0.000 eV

CARTESIAN COORDINATES (ANGSTROEM)
C -3.83823 3.84061 -1.52630
C -2.36801 4.02141 -1.46644
C -1.48299 2.96490 -1.34353
N -0.18026 2.99202 -1.11143
C 0.44348 4.21712 -1.29098
O 1.65264 4.38191 -1.35259
N -0.40518 5.33103 -1.43356
C -1.78908 5.36660 -1.47597
O -2.36969 6.44594 -1.52655
H -4.31063 4.82437 -1.53388
H -4.15730 3.28546 -2.41722
H -4.19297 3.27132 -0.65941
H -1.85208 1.93784 -1.42564
H 0.07551 6.21483 -1.55527
C -0.02140 -5.82721 -3.35966
O 0.11345 -4.41797 -3.60868
C -0.17428 -3.44701 -2.71360
C 0.00613 -2.12136 -3.17929
C -0.08277 -1.06733 -2.30597
C -0.17579 -1.28662 -0.90870
C 0.13102 -0.20331 0.01152
C 0.63854 -0.38011 1.28103
C 0.38926 0.66405 2.27961
O -0.38076 1.61748 2.10253
N 1.08849 0.58380 3.49624
C 0.91206 1.64265 4.46221
C 1.87180 -0.49915 3.88894
O 2.43604 -0.58220 4.98281
N 1.99037 -1.53361 2.95958
C 2.92649 -2.54844 3.37496
C 1.60864 -1.44436 1.60370
O 2.10495 -2.20041 0.76950
C -0.57378 -2.59057 -0.49975
C -0.57477 -3.65783 -1.37590
H 0.18335 -6.25870 -4.34293
H 0.72137 -6.18138 -2.63404
H -1.03536 -6.09013 -3.03359
H 0.27566 -2.00234 -4.22439
H 0.00290 -0.03956 -2.66048
H -0.01691 0.83306 -0.34556
H 1.55336 1.38919 5.30469
H 1.19602 2.60156 4.01834
H -0.13518 1.71232 4.77538
H 2.96927 -3.32618 2.61678
H 3.91448 -2.09390 3.51868
H 2.60216 -2.94423 4.33966
H -0.86514 -2.74622 0.53661
H -0.82488 -4.64939 -1.01144

[7]
ORCA calculation (ωB97M-V/def2-TZVPD) on C19H19N5O2 in the gas phase.

- Energy above the lowest of the compared OMol25 structures with the same formula, charge and spin: 2.340 eV
- Structure (SMILES): CCC(=O)N(Cc1ccco1)Cc1cc2cccc(C)c2n2nnnc12

CARTESIAN COORDINATES (ANGSTROEM)
C 1.63764 3.22917 -1.84667
C 1.37550 2.19397 -2.94322
C 0.21970 1.30816 -2.53305
O -0.92920 1.57303 -2.83626
N 0.50795 0.20505 -1.79003
C 1.83361 -0.25564 -1.45547
C 2.42635 -1.08168 -2.55866
C 2.03695 -1.27991 -3.84992
C 2.98788 -2.16689 -4.41652
C 3.87922 -2.43896 -3.42885
O 3.54678 -1.78831 -2.29781
C -0.58921 -0.64134 -1.38912
C -0.96480 -0.51551 0.06333
C -1.93727 -1.28458 0.62027
C -2.34829 -1.14715 1.97891
C -3.36007 -1.95313 2.52141
C -3.74503 -1.79196 3.82845
C -3.13664 -0.82721 4.62831
C -2.13506 -0.00628 4.14609
C -1.49849 1.02076 5.02276
C -1.74277 -0.17664 2.80722
N -0.75375 0.57329 2.22275
N 0.00863 1.52927 2.76215
N 0.80900 1.93205 1.86057
N 0.63783 1.30189 0.72103
C -0.34708 0.43711 0.91176
H 0.77206 3.87843 -1.74255
H 1.81160 2.75025 -0.88646
H 2.50044 3.83920 -2.10398
H 1.07449 2.71007 -3.85668
H 2.26936 1.60996 -3.15609
H 2.48229 0.58998 -1.21484
H 1.77309 -0.86584 -0.54882
H 1.18585 -0.85017 -4.33724
H 2.99824 -2.54266 -5.41868
H 4.75721 -3.05254 -3.39937
H -1.45345 -0.33433 -1.99167
H -0.35708 -1.68715 -1.62188
H -2.43835 -2.02844 0.01841
H -3.82731 -2.69585 1.89327
H -4.52397 -2.41264 4.24433
H -3.45474 -0.71522 5.65397
H -0.42891 0.83951 5.11188
H -1.61311 2.01477 4.59455
H -1.94711 1.00409 6.01239

[8]
ORCA calculation (ωB97M-V/def2-TZVPD) on C19H19N5O2S in the gas phase.

- Energy above the lowest of the compared OMol25 structures with the same formula, charge and spin: 1.774 eV
- Structure (SMILES): C=CCn1c(SCC(=O)Nc2cccc(OC)c2)nnc1-c1cccnc1

CARTESIAN COORDINATES (ANGSTROEM)
C -2.45916 -2.28081 0.37768
C -2.27441 -1.20375 -0.36123
C -1.55698 -1.21014 -1.68278
N -0.56122 -0.16750 -1.77210
C -0.77161 1.11886 -2.18007
S -2.35391 1.81184 -2.45119
C -2.23184 3.16220 -1.20805
C -1.89941 2.48299 0.11084
O -2.75382 1.93820 0.77482
N -0.56922 2.47921 0.39220
C 0.12996 1.59010 1.22332
C 1.52388 1.61404 1.15493
C 2.25605 0.69867 1.87908
C 1.63240 -0.24906 2.67565
C 0.24526 -0.26676 2.75271
O -0.48379 -1.15682 3.48224
C 0.20058 -2.10736 4.26042
C -0.50466 0.66310 2.03228
N 0.35325 1.78186 -2.21718
N 1.32421 0.95050 -1.83764
C 0.79123 -0.21491 -1.55833
C 1.55914 -1.33034 -1.04286
C 1.07595 -2.18803 -0.05726
C 1.90447 -3.19541 0.40697
C 3.18526 -3.29619 -0.11406
N 3.65985 -2.47042 -1.03268
C 2.87323 -1.51652 -1.48342
H -2.99127 -2.23477 1.31117
H -2.09830 -3.25254 0.07670
H -2.65978 -0.24518 -0.04583
H -2.28528 -1.03010 -2.48275
H -1.06787 -2.17238 -1.85878
H -3.22518 3.60513 -1.17819
H -1.48540 3.87688 -1.54763
H 0.03715 2.99397 -0.23627
H 2.02128 2.32566 0.51456
H 3.33338 0.70987 1.81688
H 2.23471 -0.95799 3.22029
H -0.57162 -2.69181 4.75828
H 0.83455 -1.63029 5.01444
H 0.81345 -2.77039 3.64053
H -1.57717 0.63390 2.11447
H 0.09059 -2.05010 0.36140
H 1.56333 -3.88237 1.16643
H 3.86970 -4.06396 0.22177
H 3.29006 -0.85583 -2.23038

[9]
ORCA calculation (ωB97M-V/def2-TZVPD) on a molecular structure, C19H19N5O5SW.

- Total charge: +2
- Energy above the lowest of the compared OMol25 structures with the same formula, charge and spin: 0.000 eV
- <S²>: 2.0120
- 2S+1: 3

CARTESIAN COORDINATES (ANGSTROEM)
W 0.52670 -0.73167 1.04463
O -0.13825 -2.54460 1.25304
N 0.30664 -3.51842 0.46420
N 1.10570 -3.07978 -0.39091
O 1.43277 -1.78968 -0.37342
C 1.68671 -3.92054 -1.40324
C 1.06424 -5.12684 -1.69913
C 1.65140 -5.93673 -2.65312
C 2.82337 -5.53783 -3.28590
C 3.41991 -4.32328 -2.97248
C 2.85377 -3.49469 -2.01940
H 0.14985 -5.41971 -1.20345
H 1.18980 -6.88051 -2.90678
H 3.27371 -6.17921 -4.03103
H 4.33240 -4.02177 -3.46692
H 3.31024 -2.55181 -1.75696
N -0.67014 0.46130 -0.06863
C -1.41132 1.14399 -0.66863
N -2.21337 1.87686 -1.32080
C -1.79003 2.59481 -2.56110
C -2.72405 2.22222 -3.69958
C -4.18291 2.45662 -3.31507
C -4.54995 1.67424 -2.05648
C -3.63816 2.04026 -0.89800
H -0.75351 2.33294 -2.76463
H -1.84459 3.66073 -2.33275
H -2.56751 1.17426 -3.96880
H -2.44986 2.82138 -4.56833
H -4.83398 2.16261 -4.13681
H -4.35217 3.52453 -3.14693
H -4.48295 0.59953 -2.24532
H -5.57656 1.88318 -1.75426
H -3.80300 1.41816 -0.02035
H -3.75602 3.08737 -0.61330
O -0.52438 0.03207 2.84416
S 0.55829 -0.20463 3.86631
O 0.30464 -1.15310 4.87595
N 1.73540 -0.53933 2.72266
C 2.14379 0.72797 2.32465
O 2.08947 0.93633 1.10138
C 2.18936 1.70505 3.42242
C 2.86967 2.89864 3.55698
C 2.63057 3.64262 4.70969
C 1.72269 3.22023 5.67644
C 1.00906 2.03101 5.53303
C 1.27288 1.30041 4.39717
H 3.58174 3.22594 2.81210
H 3.16602 4.56973 4.86198
H 1.56608 3.82549 6.55876
H 0.29584 1.70366 6.27694

[10]
ORCA calculation (ωB97M-V/def2-TZVPD) on C19H19NO3S in the gas phase.

- Energy above the lowest of the compared OMol25 structures with the same formula, charge and spin: 0.112 eV
- Structure (SMILES): O=C(COC(=O)C1CCC1)Nc1ccccc1Sc1ccccc1

CARTESIAN COORDINATES (ANGSTROEM)
O -1.13460 0.72662 -1.65098
C -0.38781 0.92039 -0.72329
C 0.64403 2.06131 -0.73526
O 0.40406 2.89775 -1.84486
C -0.72469 3.62911 -1.77134
O -1.38215 3.71270 -0.76620
C -1.06484 4.28020 -3.07814
C -1.53106 3.22012 -4.10854
C -0.24398 3.44332 -4.91408
C 0.11744 4.62422 -4.00204
N -0.32169 0.18907 0.41796
C -1.08280 -0.91715 0.79355
C -2.07925 -1.46448 -0.00980
C -2.79066 -2.56992 0.41835
C -2.52642 -3.14860 1.64902
C -1.54346 -2.61161 2.45956
C -0.81935 -1.51093 2.03346
S 0.44203 -0.83118 3.10410
C 1.54404 -2.21663 3.27071
C 1.64459 -3.19734 2.29536
C 2.53491 -4.24101 2.47257
C 3.33104 -4.30161 3.60402
C 3.23677 -3.30941 4.56637
C 2.34385 -2.26688 4.40480
H 1.65187 1.66003 -0.86286
H 0.57307 2.63415 0.19725
H -1.77592 5.08340 -2.88488
H -2.43804 3.51460 -4.63081
H -1.66120 2.22158 -3.69798
H 0.45525 2.61484 -4.83649
H -0.38738 3.69064 -5.96378
H 0.00254 5.59512 -4.47925
H 1.09610 4.56973 -3.53234
H 0.35369 0.46595 1.12422
H -2.28670 -1.01262 -0.96495
H -3.56038 -2.98072 -0.21687
H -3.08507 -4.00957 1.98190
H -1.32409 -3.04717 3.42307
H 1.03097 -3.15115 1.40768
H 2.60804 -5.00740 1.71532
H 4.02367 -5.11913 3.73473
H 3.85550 -3.34939 5.45032
H 2.25806 -1.49097 5.15041

These records have E_tot values of -1049.5334; -1125.4364; -1125.4451; -1673.9162; -1373.1780; -1406.0154; -1159.6616; -1557.8620; -1850.0329; -1414.0935 a.u., in the order they appear.